86
Properties=species:S:1:pos:R:3:lowdin_charge:R:1 method="wB97M-V/def2-TZVPD" e_tot_ev=-61199.065 total_charge=+2 e_above_lowest_kj_mol=79.63 multiplicity=1 max_force_ev_per_a=0.794
Y 0.741 -0.982 0.314 1.50
C 1.462 -5.251 -1.427 -0.03
C 1.844 -4.353 -0.286 -0.25
C 2.712 -3.277 -0.484 -0.05
C 3.123 -2.475 0.583 -0.35
C 4.203 -1.437 0.400 -0.03
C 2.589 -2.726 1.853 -0.08
C 1.741 -3.815 2.086 -0.32
C 1.273 -4.131 3.475 -0.05
C 1.379 -4.608 1.002 -0.02
H 0.412 -5.541 -1.372 0.09
H 2.051 -6.169 -1.396 0.10
H 1.649 -4.778 -2.391 0.08
H 3.128 -3.093 -1.467 0.13
H 4.222 -0.719 1.221 0.07
H 4.106 -0.899 -0.545 0.08
H 5.176 -1.932 0.391 0.11
H 2.931 -2.135 2.698 0.13
H 2.044 -4.696 4.004 0.10
H 0.366 -4.732 3.462 0.08
H 1.081 -3.225 4.049 0.09
H 0.712 -5.446 1.166 0.14
C -2.025 3.206 -2.766 -0.01
C -0.687 3.207 -2.048 -0.61
C 0.274 2.211 -2.680 -0.03
C -0.079 4.597 -1.998 -0.01
O -0.947 2.838 -0.669 -0.08
Si -0.853 1.525 0.240 0.03
O -1.005 0.073 -0.470 -0.40
O -1.686 1.687 1.602 -0.09
C -2.929 2.345 1.992 -0.61
C -2.802 3.843 1.773 -0.01
C -4.056 1.759 1.160 -0.02
C -3.104 2.018 3.463 -0.02
O 0.763 1.214 0.772 -0.27
C 1.647 1.979 1.684 -0.59
C 2.925 2.233 0.907 0.00
C 1.865 1.069 2.879 0.00
C 0.990 3.285 2.086 -0.01
H -1.905 3.517 -3.804 0.10
H -2.715 3.897 -2.283 0.10
H -2.467 2.207 -2.755 0.09
H 0.496 2.515 -3.704 0.10
H -0.175 1.216 -2.696 0.06
H 1.214 2.174 -2.122 0.09
H 0.112 4.969 -3.005 0.10
H 0.867 4.583 -1.454 0.09
H -0.757 5.290 -1.501 0.10
H -2.632 4.082 0.724 0.08
H -1.980 4.252 2.361 0.09
H -3.720 4.337 2.093 0.10
H -3.895 1.955 0.095 0.09
H -5.011 2.208 1.434 0.10
H -4.123 0.682 1.323 0.07
H -2.295 2.452 4.053 0.09
H -3.108 0.938 3.617 0.09
H -4.046 2.423 3.834 0.10
H 3.327 1.312 0.479 0.07
H 3.687 2.653 1.566 0.11
H 2.752 2.939 0.095 0.09
H 2.342 0.126 2.574 0.06
H 0.919 0.849 3.378 0.11
H 2.540 1.525 3.604 0.11
H 0.714 3.870 1.208 0.09
H 1.703 3.870 2.668 0.11
H 0.104 3.117 2.695 0.08
N -3.580 -3.356 1.373 0.12
C -2.717 -2.445 0.928 -0.83
N -3.080 -1.589 -0.004 0.14
S -1.138 -2.470 1.635 0.69
H -4.545 -3.368 1.083 0.13
H -3.302 -3.967 2.122 0.11
H -4.022 -1.579 -0.363 0.13
H -2.388 -0.899 -0.326 0.04
C -0.515 -2.073 -3.146 0.01
N 0.598 -1.355 -3.765 -0.14
C 0.623 -1.219 -5.222 0.00
C 1.522 -0.815 -3.014 -0.26
O 1.537 -0.896 -1.761 -0.16
H -1.145 -2.477 -3.933 0.11
H -1.098 -1.393 -2.523 0.08
H -0.138 -2.900 -2.542 0.09
H 0.651 -2.205 -5.681 0.11
H 1.506 -0.659 -5.519 0.10
H -0.268 -0.687 -5.554 0.11
H 2.317 -0.275 -3.530 0.17

=====

87
Properties=species:S:1:pos:R:3:lowdin_charge:R:1 method="wB97M-V/def2-TZVPD" e_tot_ev=-57859.789 multiplicity=1 max_force_ev_per_a=1.501
O -0.868 -3.946 -2.294 0.13
C -0.884 -3.037 -1.526 -0.48
C 0.114 -1.922 -1.318 -0.03
C -0.173 -1.564 0.162 -0.25
C 0.540 -2.599 1.092 -0.11
C -0.360 -3.518 1.937 -0.17
C -0.510 -4.977 1.453 -0.18
C 0.590 -5.906 1.996 -0.19
C 1.870 -6.090 1.162 -0.20
C 1.676 -6.480 -0.310 -0.24
C 2.270 -5.550 -1.358 -0.45
S 4.013 -5.099 -1.128 1.00
C 3.857 -3.527 -0.429 -0.71
N 3.612 -2.422 -1.050 0.06
N 3.541 -1.439 -0.096 0.06
C 3.766 -2.011 1.031 -0.20
O 3.977 -3.331 0.916 0.03
C -1.670 -1.650 0.043 -0.13
O -1.885 -2.912 -0.608 0.03
H -0.082 -1.077 -1.979 0.13
H 1.146 -2.208 -1.484 0.10
H 0.248 -0.588 0.389 0.07
H 1.259 -3.188 0.527 0.09
H 1.131 -2.000 1.786 0.09
H 0.099 -3.595 2.924 0.10
H -1.338 -3.071 2.101 0.10
H -0.617 -5.032 0.373 0.09
H -1.456 -5.339 1.857 0.11
H 0.886 -5.509 2.967 0.10
H 0.163 -6.893 2.180 0.11
H 2.488 -5.201 1.272 0.08
H 2.437 -6.894 1.629 0.11
H 2.159 -7.449 -0.451 0.10
H 0.628 -6.634 -0.560 0.11
H 1.692 -4.637 -1.429 0.06
H 2.205 -6.007 -2.342 0.08
H 3.782 -1.550 2.003 0.14
H -1.944 -0.908 -0.717 0.12
H -2.291 -1.427 0.903 0.13
C 3.419 4.174 4.210 -0.12
O 3.476 4.325 2.806 -0.20
C 4.214 3.309 2.137 -0.22
C 3.308 2.476 1.259 -0.21
N 2.404 1.661 2.063 -0.03
C 1.370 0.981 1.290 -0.21
C 0.319 1.837 0.593 -0.23
O -0.549 2.527 1.471 -0.18
C -0.101 3.801 1.898 -0.08
H 2.917 5.052 4.611 0.09
H 2.856 3.281 4.504 0.08
H 4.423 4.117 4.643 0.09
H 4.745 2.677 2.855 0.12
H 4.959 3.802 1.507 0.12
H 3.917 1.817 0.635 0.12
H 2.768 3.165 0.596 0.11
H 1.960 2.252 2.755 0.07
H 0.843 0.311 1.977 0.12
H 1.865 0.351 0.545 0.10
H -0.322 1.162 0.017 0.08
H 0.765 2.532 -0.129 0.13
H 0.505 4.293 1.134 0.09
H 0.473 3.742 2.827 0.08
H -0.984 4.411 2.091 0.09
C -6.095 3.898 -3.769 -0.12
O -4.898 4.633 -3.615 -0.20
C -4.707 5.172 -2.312 -0.22
C -3.519 4.528 -1.635 -0.21
N -3.797 3.136 -1.307 -0.04
C -2.641 2.384 -0.832 -0.18
C -1.505 2.144 -1.818 -0.23
O -1.849 1.294 -2.894 -0.18
C -2.417 1.926 -4.028 -0.09
H -6.173 3.622 -4.819 0.09
H -6.097 2.984 -3.165 0.08
H -6.968 4.501 -3.501 0.09
H -5.609 5.055 -1.705 0.12
H -4.512 6.243 -2.424 0.12
H -3.294 5.071 -0.713 0.12
H -2.657 4.635 -2.309 0.11
H -4.167 2.677 -2.129 0.07
H -3.006 1.405 -0.508 0.12
H -2.242 2.882 0.058 0.11
H -0.707 1.623 -1.278 0.07
H -1.069 3.081 -2.183 0.12
H -2.030 2.939 -4.160 0.09
H -3.509 1.963 -3.970 0.07
H -2.150 1.333 -4.902 0.09

=====

77
Properties=species:S:1:pos:R:3:lowdin_charge:R:1 method="wB97M-V/def2-TZVPD" e_tot_ev=-30833.274 e_above_lowest_kj_mol=17.72 multiplicity=1 max_force_ev_per_a=0.727
C 0.187 -3.479 13.212 -0.12
C 0.971 -2.228 12.834 -0.27
C 0.415 -1.518 11.599 -0.23
C 0.588 -2.320 10.310 -0.23
C 0.119 -1.537 9.086 -0.23
C 0.284 -2.337 7.796 -0.23
C -0.184 -1.556 6.570 -0.23
C -0.001 -2.359 5.285 -0.22
C -0.562 -1.662 4.045 -0.22
C 0.196 -0.392 3.665 -0.23
C -0.301 0.190 2.343 -0.23
C 0.447 1.466 1.967 -0.22
C -0.072 2.119 0.685 -0.22
C 0.231 1.307 -0.573 -0.23
C -0.222 2.029 -1.840 -0.23
C 0.081 1.220 -3.099 -0.23
C -0.386 1.931 -4.367 -0.23
C -0.076 1.121 -5.624 -0.23
C -0.558 1.821 -6.892 -0.23
C -0.243 1.012 -8.148 -0.23
C -0.738 1.702 -9.416 -0.22
C -0.416 0.894 -10.670 -0.21
C -0.929 1.579 -11.935 -0.20
C -0.608 0.769 -13.196 -0.11
C 0.880 0.683 -13.420 -0.56
O 1.540 -0.320 -13.386 0.10
O 1.417 1.884 -13.676 0.10
H -0.865 -3.240 13.355 0.07
H 0.266 -4.238 12.438 0.06
H 0.572 -3.900 14.139 0.07
H 2.016 -2.494 12.657 0.10
H 0.947 -1.530 13.675 0.10
H -0.645 -1.306 11.753 0.11
H 0.930 -0.561 11.485 0.11
H 1.641 -2.583 10.188 0.12
H 0.019 -3.249 10.374 0.11
H 0.689 -0.608 9.011 0.12
H -0.933 -1.268 9.212 0.12
H 1.336 -2.606 7.671 0.12
H -0.286 -3.266 7.872 0.12
H -1.239 -1.299 6.688 0.12
H 0.381 -0.624 6.508 0.11
H -0.504 -3.322 5.400 0.11
H 1.063 -2.560 5.133 0.11
H -1.614 -1.418 4.213 0.11
H -0.517 -2.360 3.205 0.11
H 0.078 0.357 4.450 0.11
H 1.261 -0.621 3.579 0.12
H -0.174 -0.558 1.558 0.11
H -1.368 0.409 2.425 0.12
H 0.350 2.182 2.787 0.11
H 1.510 1.242 1.851 0.11
H 0.390 3.104 0.582 0.11
H -1.151 2.268 0.768 0.11
H -0.273 0.341 -0.519 0.11
H 1.306 1.119 -0.630 0.12
H -1.296 2.219 -1.782 0.12
H 0.280 2.998 -1.904 0.12
H 1.156 1.039 -3.161 0.12
H -0.413 0.247 -3.029 0.12
H 0.103 2.905 -4.435 0.12
H -1.462 2.106 -4.307 0.12
H 1.002 0.956 -5.690 0.12
H -0.555 0.142 -5.549 0.12
H -1.637 1.981 -6.828 0.12
H -0.084 2.802 -6.966 0.12
H 0.837 0.860 -8.218 0.12
H -0.708 0.026 -8.068 0.12
H -1.819 1.847 -9.348 0.12
H -0.277 2.690 -9.493 0.12
H -0.867 -0.097 -10.588 0.12
H 0.665 0.755 -10.743 0.12
H -0.481 2.570 -12.025 0.11
H -2.012 1.704 -11.865 0.12
H -1.002 -0.243 -13.111 0.13
H -1.050 1.260 -14.064 0.12
H 2.375 1.804 -13.807 0.13

=====

101
Properties=species:S:1:pos:R:3:lowdin_charge:R:1 method="wB97M-V/def2-TZVPD" e_tot_ev=-117071.954 total_charge=+3 multiplicity=1 max_force_ev_per_a=0.203
Al -0.717 -0.259 0.287 0.09
F -4.115 -3.092 0.354 0.16
C -3.075 -3.904 0.191 -0.68
F -2.785 -4.012 -1.092 0.18
F -3.323 -5.077 0.718 0.21
S -1.626 -3.164 1.069 0.71
O -1.408 -1.898 0.251 -0.27
O -2.034 -2.865 2.402 -0.22
N -0.499 -4.163 0.900 -0.25
S 0.877 -4.014 0.100 0.65
O 0.719 -3.340 -1.159 -0.32
O 1.909 -3.531 0.986 -0.29
C 1.231 -5.799 -0.243 -0.69
F 1.328 -6.450 0.898 0.19
F 0.252 -6.288 -0.978 0.19
F 2.374 -5.838 -0.901 0.19
C -4.163 -0.369 -1.350 0.00
N -3.898 1.059 -1.203 -0.09
C -5.102 1.888 -1.088 0.00
C -2.663 1.545 -1.113 -0.39
O -1.677 0.761 -0.789 -0.02
N -2.400 2.827 -1.370 -0.10
C -3.119 3.605 -2.387 0.00
C -1.178 3.458 -0.887 0.00
H -4.829 -0.519 -2.200 0.12
H -4.663 -0.752 -0.459 0.09
H -3.244 -0.916 -1.527 0.06
H -5.799 1.367 -0.434 0.11
H -5.586 2.034 -2.053 0.11
H -4.863 2.850 -0.646 0.10
H -3.749 2.957 -2.987 0.10
H -2.376 4.055 -3.044 0.11
H -3.718 4.398 -1.940 0.11
H -0.784 2.923 -0.027 0.08
H -1.413 4.478 -0.586 0.11
H -0.421 3.492 -1.672 0.09
N -0.579 2.824 6.036 0.23
C -0.205 1.929 5.122 -0.47
O 0.907 1.412 5.068 0.04
C -1.234 1.475 4.112 -0.08
C -2.565 1.198 4.393 0.06
C -3.342 0.569 3.427 0.03
C -2.762 0.211 2.230 -0.05
N -1.471 0.487 1.950 0.06
C -0.743 1.133 2.866 -0.04
H 0.087 3.112 6.738 0.14
H -1.462 3.303 5.998 0.13
H -2.989 1.424 5.364 0.14
H -4.376 0.320 3.618 0.14
H -3.319 -0.328 1.474 0.12
H 0.283 1.350 2.615 0.12
N 3.033 -1.356 4.414 0.08
C 3.540 -0.837 3.097 -0.07
C 2.401 -0.117 2.394 -0.20
N 1.224 -0.981 2.162 -0.08
C 0.774 -1.540 3.455 -0.16
C 1.872 -2.288 4.196 -0.06
H 2.733 -0.565 4.995 0.18
H 3.782 -1.835 4.918 0.19
H 3.893 -1.700 2.531 0.15
H 4.374 -0.165 3.290 0.15
H 2.785 0.266 1.449 0.06
H 2.104 0.732 3.012 0.11
H 1.542 -1.774 1.600 0.03
H -0.059 -2.223 3.300 0.11
H 0.425 -0.719 4.082 0.10
H 2.247 -3.134 3.620 0.14
H 1.526 -2.635 5.168 0.15
C -1.416 -1.849 -3.420 -0.16
Si -0.140 -0.684 -4.123 0.45
C -0.654 1.114 -4.014 -0.16
C 0.306 -1.138 -5.865 -0.16
C 1.447 -0.918 -3.102 -0.47
Te 1.621 -0.382 -1.050 1.52
C 2.019 1.698 -1.326 -0.52
Si 3.874 2.088 -1.628 0.42
C 4.781 1.573 -0.073 -0.18
C 4.487 1.113 -3.090 -0.17
C 3.966 3.922 -1.903 -0.16
H -2.405 -1.664 -3.846 0.05
H -1.480 -1.787 -2.333 -0.01
H -1.142 -2.878 -3.661 0.06
H -1.612 1.270 -4.518 0.05
H 0.078 1.749 -4.519 0.05
H -0.749 1.455 -2.981 -0.01
H -0.567 -1.048 -6.516 0.05
H 0.658 -2.170 -5.932 0.05
H 1.084 -0.489 -6.269 0.05
H 2.274 -0.349 -3.534 0.00
H 1.736 -1.970 -3.092 0.02
H 1.694 2.212 -0.417 0.01
H 1.380 2.032 -2.144 0.00
H 4.732 0.492 0.090 0.02
H 4.399 2.092 0.811 0.04
H 5.838 1.830 -0.161 0.05
H 4.466 0.033 -2.922 0.03
H 5.528 1.379 -3.288 0.05
H 3.925 1.337 -3.999 0.04
H 3.575 4.482 -1.050 0.04
H 3.409 4.223 -2.792 0.04
H 5.002 4.234 -2.050 0.05

=====

92
Properties=species:S:1:pos:R:3:lowdin_charge:R:1 method="wB97M-V/def2-TZVPD" e_tot_ev=-59956.865 e_above_lowest_kj_mol=0.00 multiplicity=1 max_force_ev_per_a=5.863
Na -18.744 5.492 -7.038 0.36
O -27.411 7.387 -4.166 0.08
C -26.294 7.685 -4.700 -0.30
O -25.079 7.125 -4.552 0.18
B -24.042 7.806 -5.431 -0.82
O -24.862 8.686 -6.288 0.22
C -26.097 8.744 -5.833 -0.32
O -26.930 9.621 -6.256 0.07
O -23.223 6.914 -6.285 0.24
C -21.951 7.079 -6.006 -0.36
O -21.026 6.493 -6.539 0.12
C -21.837 8.032 -4.837 -0.41
O -23.031 8.473 -4.612 0.26
O -20.795 8.404 -4.359 0.14
C -18.568 6.156 -2.317 -0.05
C -17.735 6.152 -3.609 -0.38
C -16.466 5.238 -3.498 -0.03
O -18.646 5.584 -4.627 -0.09
H -19.443 6.804 -2.359 0.08
H -18.028 6.603 -1.482 0.09
H -18.809 5.118 -2.091 0.07
H -17.396 7.160 -3.848 0.13
H -16.716 4.235 -3.844 0.06
H -15.992 5.179 -2.518 0.08
H -15.756 5.685 -4.193 0.06
H -19.279 5.085 -4.106 0.05
C -21.611 3.765 -9.438 -0.01
C -20.100 3.941 -9.740 -0.48
C -19.787 3.972 -11.248 -0.04
O -19.753 5.195 -9.290 -0.08
H -22.038 4.515 -10.104 0.09
H -21.883 3.901 -8.391 0.06
H -21.903 2.778 -9.795 0.08
H -19.503 3.210 -9.195 0.13
H -20.305 4.748 -11.812 0.09
H -20.095 3.062 -11.763 0.08
H -18.738 3.988 -11.545 0.08
H -20.206 5.877 -9.793 0.11
C -15.694 7.570 -7.304 -0.05
C -16.913 8.115 -8.055 -0.38
C -17.242 7.240 -9.351 -0.02
O -18.006 7.871 -7.170 -0.08
H -15.415 8.321 -6.565 0.08
H -14.881 7.319 -7.986 0.08
H -15.819 6.639 -6.752 0.06
H -16.916 9.191 -8.226 0.14
H -16.910 6.202 -9.374 0.06
H -16.897 7.521 -10.347 0.08
H -18.328 7.199 -9.435 0.06
H -17.977 8.364 -6.346 0.11
C -16.796 1.628 -6.959 -0.04
C -16.425 3.112 -6.829 -0.48
C -14.860 3.247 -6.959 -0.03
O -17.054 3.873 -7.774 -0.05
H -17.846 1.380 -6.804 0.06
H -16.333 0.983 -6.212 0.08
H -16.578 1.232 -7.951 0.09
H -16.640 3.539 -5.850 0.11
H -14.436 2.611 -6.182 0.08
H -14.573 4.281 -6.772 0.07
H -14.502 2.878 -7.921 0.08
H -16.719 3.733 -8.663 0.11
C -21.710 0.879 -4.467 0.00
C -21.528 2.421 -4.878 -0.41
C -22.826 2.941 -5.484 -0.14
C -24.004 2.932 -4.460 -0.16
C -23.660 4.022 -3.448 -0.12
C -22.324 3.600 -2.688 -0.43
N -21.282 3.308 -3.691 -0.12
O -20.107 2.910 -3.124 -0.03
C -21.922 4.924 -1.971 -0.02
C -22.654 2.383 -1.721 0.00
C -20.446 2.733 -5.991 -0.01
H -22.759 0.588 -4.406 0.07
H -21.211 0.599 -3.540 0.07
H -21.330 0.196 -5.227 0.07
H -22.682 3.961 -5.842 0.11
H -23.061 2.325 -6.351 0.12
H -24.274 1.960 -4.049 0.09
H -24.934 3.163 -4.981 0.11
H -24.540 4.197 -2.831 0.13
H -23.490 4.998 -3.904 0.10
H -21.050 4.829 -1.324 0.07
H -21.616 5.705 -2.667 0.07
H -22.713 5.358 -1.358 0.09
H -23.043 1.531 -2.280 0.06
H -21.702 2.145 -1.246 0.07
H -23.439 2.641 -1.010 0.09
H -20.672 3.627 -6.573 0.05
H -20.300 1.952 -6.737 0.08
H -19.424 2.805 -5.618 0.06
H -20.290 2.186 -2.520 0.07

=====

| no. | orbital gap (eV) | HOMO level (eV) |
| --- | --- | --- |
| 1 | 9.299 | -14.4309 |
| 2 | 9.281 | -8.6438 |
| 3 | 11.028 | -10.2390 |
| 4 | 8.385 | -16.5053 |
| 5 | 8.552 | -8.9527 |